Entry 1:
A cluster of 2 separate species, C36H33N3O3S in total in a non-equilibrium geometry, computed with ωB97M-V/def2-TZVPD.

Its total energy is -59312.443 eV. For the gap between HOMO and LUMO, the calculation gives 4.87 eV. The LUMO energy comes out at -1.30 eV.

Cartesian coordinates (Å):
C: -6.629 -2.364 1.081
C: -5.613 -1.263 1.165
C: -4.696 -1.235 2.219
C: -3.748 -0.214 2.332
C: -2.856 -0.160 3.529
C: -3.684 0.746 1.320
N: -2.760 1.834 1.423
C: -1.404 1.817 1.250
C: -0.661 0.608 0.902
C: 0.733 0.751 0.508
C: 1.615 -0.254 0.730
C: 2.970 0.021 1.216
C: 3.567 -0.794 2.206
C: 4.856 -0.532 2.656
C: 5.590 0.533 2.109
C: 4.999 1.367 1.156
C: 3.687 1.140 0.745
O: -1.204 -0.519 0.973
N: -0.961 3.067 1.502
C: 0.411 3.548 1.514
C: -2.046 3.893 1.783
C: -3.156 3.143 1.724
C: -4.620 0.780 0.285
C: -4.612 1.870 -0.739
C: -5.567 -0.248 0.208
H: -7.398 -2.127 0.340
H: -6.165 -3.317 0.796
H: -7.119 -2.520 2.051
H: -4.719 -2.010 2.988
H: -2.806 0.843 3.973
H: -3.249 -0.846 4.289
H: -1.838 -0.489 3.286
H: 1.015 1.668 -0.009
H: 1.270 -1.288 0.811
H: 2.977 -1.614 2.621
H: 5.299 -1.155 3.437
H: 6.617 0.717 2.432
H: 5.553 2.201 0.723
H: 3.221 1.798 0.010
H: 0.416 4.511 2.037
H: 1.073 2.854 2.043
H: 0.783 3.718 0.496
H: -1.929 4.943 2.008
H: -4.189 3.408 1.879
H: -5.270 1.579 -1.569
H: -4.991 2.824 -0.343
H: -3.612 2.045 -1.157
H: -6.284 -0.240 -0.616
C: -2.770 -1.413 -2.198
C: -2.173 -0.167 -2.404
C: -0.790 -0.036 -2.351
C: 0.038 -1.162 -2.122
C: 1.457 -0.979 -1.943
C: 2.024 0.279 -2.124
N: 2.477 1.367 -2.217
S: 2.505 -2.427 -2.079
C: 4.125 -1.728 -2.426
C: 4.613 -1.703 -3.734
C: 5.877 -1.164 -3.979
C: 6.650 -0.674 -2.921
C: 6.169 -0.745 -1.611
C: 4.922 -1.317 -1.362
O: 2.573 -3.040 -0.771
O: 2.145 -3.188 -3.246
C: -0.579 -2.433 -1.991
C: -1.965 -2.548 -2.014
H: -3.857 -1.507 -2.188
H: -2.780 0.712 -2.624
H: -0.321 0.943 -2.488
H: 3.998 -2.092 -4.543
H: 6.254 -1.128 -5.002
H: 7.631 -0.236 -3.116
H: 6.756 -0.361 -0.775
H: 4.546 -1.436 -0.347
H: 0.035 -3.327 -1.859
H: -2.424 -3.531 -1.890

Cartesian forces (eV/Å) of the 2 atoms listed first:
-0.2 -0.2 0.0
0.2 0.2 -0.1

---

Entry 2:
A structure of composition C36H34AsF3InN3O2S3 in a non-equilibrium geometry, computed with ωB97M-V/def2-TZVPD.

Its total energy is -153120.426 eV. For the gap between HOMO and LUMO, the calculation gives 7.42 eV. The LUMO energy comes out at 0.19 eV.

Cartesian coordinates (Å):
In: -0.703 1.330 -0.125
S: -1.857 0.861 3.050
C: 0.033 -1.501 3.452
C: -0.056 -1.151 4.789
C: 0.700 -1.840 5.723
C: 1.503 -2.895 5.317
C: 1.613 -3.217 3.975
C: 0.915 -2.498 3.006
As: 1.263 -2.761 1.082
C: 3.213 -2.521 1.178
C: 3.963 -2.940 0.078
C: 5.341 -2.781 0.049
C: 5.990 -2.183 1.119
C: 5.252 -1.731 2.204
C: 3.873 -1.892 2.229
C: 1.189 -4.723 1.154
C: 2.286 -5.570 1.248
C: 2.108 -6.946 1.301
C: 0.831 -7.485 1.264
C: -0.272 -6.646 1.180
C: -0.092 -5.273 1.118
H: -0.720 -0.343 5.074
H: 0.653 -1.564 6.768
H: 2.076 -3.451 6.048
H: 2.278 -4.016 3.667
H: 3.457 -3.413 -0.758
H: 5.908 -3.127 -0.806
H: 7.066 -2.059 1.114
H: 5.753 -1.255 3.037
H: 3.318 -1.527 3.084
H: 3.286 -5.154 1.276
H: 2.972 -7.594 1.381
H: 0.696 -8.559 1.286
H: -1.271 -7.062 1.164
H: -0.956 -4.618 1.036
O: -3.862 -1.170 -0.999
C: -2.903 -1.317 -0.239
O: -1.732 -0.836 -0.388
C: -3.087 -2.174 1.010
C: -4.091 -3.136 0.998
C: -4.329 -3.933 2.104
C: -3.593 -3.741 3.264
C: -2.606 -2.772 3.309
C: -2.331 -2.012 2.180
S: -1.047 -0.722 2.218
H: -4.681 -3.237 0.097
H: -5.098 -4.694 2.071
H: -3.788 -4.341 4.143
H: -2.058 -2.608 4.225
F: 5.787 4.322 2.418
C: 5.874 3.335 1.512
F: 6.457 3.841 0.413
F: 6.721 2.409 2.015
C: 4.534 2.726 1.208
C: 3.515 2.771 2.147
C: 2.316 2.152 1.828
N: 2.113 1.521 0.676
C: 3.091 1.499 -0.221
C: 4.327 2.088 -0.004
H: 3.646 3.280 3.091
H: 1.481 2.162 2.522
H: 2.876 0.988 -1.153
H: 5.101 2.050 -0.756
C: -3.485 1.918 -2.677
N: -2.872 0.761 -3.309
C: -3.791 -0.057 -4.087
C: -1.538 0.612 -3.358
S: -0.496 1.912 -3.004
N: -1.056 -0.601 -3.727
C: 0.348 -0.778 -4.051
C: -1.709 -1.835 -3.292
H: -4.542 1.703 -2.537
H: -3.369 2.815 -3.290
H: -3.045 2.105 -1.702
H: -4.430 0.608 -4.673
H: -4.417 -0.669 -3.434
H: -3.245 -0.694 -4.775
H: 0.742 0.118 -4.517
H: 0.432 -1.615 -4.746
H: 0.937 -0.997 -3.155
H: -2.573 -1.617 -2.671
H: -1.005 -2.404 -2.681
H: -2.001 -2.448 -4.149

Cartesian forces (eV/Å) of the 2 atoms listed first:
-0.2 0.1 0.0
-0.3 0.4 0.1

---

Entry 3:
A structure of composition C36H34B2ClF4N7O6P2Se2Ti in a non-equilibrium geometry, computed with ωB97M-V/def2-TZVPD.

Its total energy is -257739.637 eV. The energy above the lowest of the compared OMol25 structures with the same formula, charge and spin is 92.3 kJ/mol. For the gap between HOMO and LUMO, the calculation gives 5.12 eV. The LUMO energy comes out at -2.51 eV.

Cartesian coordinates (Å):
Ti: 0.496 -0.026 -0.228
C: -1.678 1.542 -3.683
C: -1.189 1.154 -2.340
N: -0.435 0.148 -2.111
O: 0.040 -0.567 -3.139
B: -0.070 -2.069 -2.956
F: -1.396 -2.389 -2.735
F: 0.507 -2.629 -4.051
O: 0.746 -2.521 -1.758
N: 0.228 -2.046 -0.612
C: 0.134 -2.783 0.429
C: 0.542 -4.205 0.492
C: -0.442 -2.062 1.597
N: -0.783 -0.851 1.335
O: -1.305 -0.160 2.350
B: -2.091 1.064 1.954
F: -3.177 0.680 1.177
F: -2.405 1.719 3.108
O: -1.237 2.004 1.141
N: -0.938 1.469 -0.062
C: -1.573 1.873 -1.094
C: -2.606 2.931 -1.088
C: -0.601 -2.655 2.943
H: -1.527 0.726 -4.383
H: -1.117 2.413 -4.031
H: -2.731 1.817 -3.637
H: 0.916 -4.531 -0.473
H: -0.301 -4.827 0.795
H: 1.326 -4.313 1.246
H: -2.644 3.409 -0.116
H: -3.579 2.486 -1.309
H: -2.377 3.666 -1.861
H: -0.443 -3.729 2.943
H: -1.587 -2.412 3.337
H: 0.130 -2.173 3.602
Se: 3.563 1.625 6.095
P: 3.038 2.866 4.491
C: 4.487 3.783 3.900
C: 5.603 3.010 3.570
C: 6.777 3.617 3.163
C: 6.860 5.004 3.113
C: 5.763 5.775 3.460
C: 4.574 5.166 3.843
C: 1.692 3.990 4.939
C: 0.383 3.638 4.612
C: -0.681 4.390 5.088
C: -0.444 5.498 5.888
C: 0.857 5.839 6.235
C: 1.921 5.079 5.778
C: 2.367 1.947 3.056
C: 1.949 2.170 1.741
N: 1.420 0.987 1.342
N: 1.522 0.102 2.332
N: 2.071 0.652 3.358
P: 2.283 3.458 0.507
Se: 0.987 3.685 -1.153
C: 2.294 5.053 1.349
C: 3.303 5.983 1.136
C: 3.155 7.280 1.610
C: 2.017 7.638 2.314
C: 1.008 6.706 2.532
C: 1.135 5.423 2.031
C: 3.960 3.043 -0.062
C: 4.477 3.741 -1.155
C: 5.726 3.419 -1.658
C: 6.461 2.383 -1.093
C: 5.944 1.673 -0.022
C: 4.698 2.003 0.497
H: 5.549 1.931 3.659
H: 7.634 3.011 2.901
H: 7.784 5.481 2.810
H: 5.823 6.855 3.425
H: 3.716 5.778 4.085
H: 0.182 2.772 3.994
H: -1.691 4.098 4.832
H: -1.274 6.085 6.260
H: 1.042 6.689 6.879
H: 2.927 5.317 6.100
H: 4.205 5.703 0.609
H: 3.940 8.005 1.437
H: 1.909 8.647 2.692
H: 0.117 6.983 3.081
H: 0.332 4.707 2.159
H: 3.883 4.515 -1.625
H: 6.122 3.969 -2.502
H: 7.432 2.124 -1.496
H: 6.503 0.856 0.414
H: 4.309 1.439 1.334
Cl: 5.229 -1.622 -1.294
C: 4.007 -0.528 -1.947
C: 2.836 -0.344 -1.028
O: 2.569 -1.061 -0.058
O: 1.994 0.587 -1.350
H: 3.615 -0.949 -2.873
H: 4.453 0.442 -2.158

Cartesian forces (eV/Å) of the 2 atoms listed first:
1.2 0.4 0.1
0.0 0.1 0.0

---

Entry 4:
A structure of composition C36H34BiBrClF3N3O2Te, computed with ωB97M-V/def2-TZVPD.

Its total energy is -150304.046 eV. The energy above the lowest of the compared OMol25 structures with the same formula, charge and spin is 46.8 kJ/mol. For the gap between HOMO and LUMO, the calculation gives 5.69 eV. The LUMO energy comes out at 1.65 eV. The charge is -1.

Cartesian coordinates (Å):
Bi: -1.791 -0.403 -0.888
Cl: 1.273 6.331 -0.524
C: 0.325 4.910 -0.924
C: 0.483 4.301 -2.178
C: -0.255 3.198 -2.509
C: -1.194 2.612 -1.610
O: -1.882 1.593 -2.009
C: -1.321 3.248 -0.334
C: -2.201 2.771 0.707
N: -2.867 1.687 0.637
C: -3.618 1.200 1.720
C: -3.556 1.635 3.018
C: -4.390 1.078 4.017
C: -5.285 0.098 3.712
C: -5.350 -0.407 2.390
C: -6.239 -1.442 2.001
C: -6.206 -1.914 0.731
C: -5.233 -1.395 -0.170
N: -4.409 -0.440 0.153
C: -4.483 0.102 1.408
C: -0.560 4.393 -0.027
H: 1.202 4.709 -2.879
H: -0.138 2.715 -3.471
H: -2.249 3.409 1.601
H: -2.862 2.420 3.290
H: -4.317 1.450 5.032
H: -5.940 -0.316 4.470
H: -6.933 -1.845 2.732
H: -6.871 -2.702 0.402
H: -5.092 -1.802 -1.170
H: -0.676 4.860 0.945
C: 6.127 -1.079 1.004
C: 5.809 0.210 0.231
C: 5.990 1.408 1.175
C: 6.813 0.344 -0.911
C: 4.369 0.156 -0.283
C: 3.309 0.159 0.615
C: 2.013 0.056 0.158
Br: 0.650 0.094 1.493
C: 1.634 -0.094 -1.201
O: 0.417 -0.274 -1.590
C: 2.726 -0.022 -2.120
C: 4.028 0.075 -1.630
C: 2.576 0.015 -3.660
C: 3.141 1.356 -4.159
C: 3.391 -1.131 -4.281
C: 1.146 -0.102 -4.201
H: 7.147 -1.055 1.400
H: 6.029 -1.949 0.350
H: 5.438 -1.213 1.841
H: 7.033 1.491 1.493
H: 5.376 1.311 2.072
H: 5.705 2.337 0.676
H: 7.825 0.410 -0.502
H: 6.630 1.244 -1.504
H: 6.780 -0.518 -1.582
H: 3.477 0.240 1.682
H: 4.826 0.109 -2.361
H: 4.188 1.496 -3.878
H: 2.567 2.185 -3.736
H: 3.070 1.410 -5.250
H: 4.462 -1.041 -4.089
H: 3.247 -1.141 -5.366
H: 3.052 -2.091 -3.885
H: 0.479 0.661 -3.804
H: 0.682 -1.059 -3.967
H: 1.192 0.005 -5.291
F: -4.249 -5.314 4.557
C: -4.719 -4.191 3.993
F: -5.001 -3.334 4.988
F: -5.885 -4.502 3.400
C: -3.731 -3.613 3.008
C: -2.884 -2.591 3.383
C: -2.002 -2.098 2.428
N: -1.933 -2.578 1.191
C: -2.737 -3.580 0.847
C: -3.657 -4.134 1.731
H: -2.930 -2.152 4.370
H: -1.342 -1.265 2.655
H: -2.671 -3.908 -0.186
H: -4.323 -4.921 1.405
Te: -2.646 -1.875 -2.983

Cartesian forces (eV/Å) of the 2 atoms listed first:
0.3 0.3 -0.8
-0.1 -0.1 0.0

---

Entry 5:
A structure of composition C36H34F18O20Zr2 in a non-equilibrium geometry, computed with ωB97M-V/def2-TZVPD.

Its total energy is -130263.110 eV. For the gap between HOMO and LUMO, the calculation gives 2.08 eV. The LUMO energy comes out at -15.11 eV. The charge is +4.

Cartesian coordinates (Å):
Zr: -0.587 -3.764 -0.126
Zr: 5.042 0.453 -2.494
C: 1.187 -0.268 -1.344
C: 0.207 -1.013 -0.672
C: 0.343 -1.153 0.971
O: -0.238 -2.204 1.327
C: 1.291 -0.237 1.609
C: 2.208 0.447 0.880
C: 2.158 0.426 -0.654
O: 3.074 1.010 -1.360
O: 3.191 1.051 1.535
O: -0.580 -1.875 -1.066
H: 1.118 -0.224 -2.421
H: 1.314 -0.123 2.683
C: 2.201 -2.906 -3.144
C: 1.765 -3.739 -2.167
C: 2.413 -3.712 -0.791
O: 1.771 -4.161 0.249
C: 3.493 -2.997 -0.437
C: 4.080 -2.208 -1.476
C: 3.362 -2.098 -2.915
O: 3.751 -1.069 -3.407
O: 5.035 -1.383 -1.397
O: 0.534 -4.181 -2.263
H: 1.559 -2.731 -3.994
H: 3.849 -2.938 0.581
C: 2.653 -2.986 3.711
C: 1.211 -3.207 4.303
O: 0.973 -4.609 4.410
C: 0.220 -5.324 3.543
O: -0.214 -4.814 2.445
C: -0.213 -6.714 4.110
F: 0.837 -7.454 4.426
F: -0.881 -6.549 5.300
F: -0.931 -7.444 3.287
H: 2.903 -1.957 3.451
H: 2.767 -3.530 2.773
H: 3.437 -3.165 4.446
H: 0.578 -2.712 3.566
H: 1.168 -2.636 5.231
C: 2.802 5.730 -0.188
C: 2.800 4.418 0.573
O: 1.482 4.237 1.068
C: 0.567 3.465 0.491
O: 0.804 2.765 -0.507
C: -0.841 3.615 1.078
F: -1.514 2.505 1.079
F: -0.775 4.153 2.262
F: -1.395 4.525 0.307
H: 2.389 6.463 0.506
H: 2.029 5.566 -0.939
H: 3.778 5.970 -0.610
H: 3.446 4.464 1.450
H: 3.186 3.559 0.023
C: -6.188 -2.095 1.755
C: -5.536 -2.656 0.508
O: -5.177 -1.485 -0.283
C: -3.978 -0.980 -0.337
O: -2.939 -1.651 -0.169
C: -3.970 0.552 -0.792
F: -2.839 0.847 -1.476
F: -4.993 0.905 -1.500
F: -3.977 1.374 0.250
H: -6.984 -2.810 1.963
H: -6.591 -1.093 1.609
H: -5.491 -2.072 2.593
H: -6.174 -3.425 0.073
H: -4.584 -3.109 0.789
C: 0.777 4.725 -3.917
C: 2.029 3.795 -3.889
O: 2.317 3.103 -5.055
C: 2.993 1.918 -5.081
O: 3.470 1.383 -4.030
C: 3.128 1.362 -6.527
F: 4.212 1.732 -7.092
F: 3.087 0.113 -6.625
F: 2.120 1.877 -7.299
H: 0.842 5.403 -3.066
H: -0.088 4.061 -3.910
H: 0.849 5.206 -4.892
H: 1.877 3.047 -3.112
H: 2.986 4.284 -3.705
C: -1.130 6.735 5.913
C: -1.520 5.231 6.058
O: -0.601 4.466 5.330
C: -0.504 3.103 5.448
O: -1.074 2.440 6.310
C: 0.457 2.468 4.417
F: -0.200 1.779 3.446
F: 1.245 3.439 3.934
F: 1.129 1.527 5.063
H: -1.512 7.017 4.932
H: -0.070 6.982 5.862
H: -1.673 7.380 6.604
H: -2.526 5.078 5.668
H: -1.531 5.018 7.126
C: -1.739 -1.116 -4.498
C: -1.923 -2.633 -4.666
O: -3.048 -3.385 -4.147
C: -3.141 -3.965 -2.916
O: -2.339 -3.822 -1.947
C: -4.346 -4.888 -2.765
F: -5.172 -4.257 -2.042
F: -4.815 -5.311 -3.988
F: -4.008 -5.965 -2.109
H: -1.584 -0.941 -3.433
H: -2.665 -0.582 -4.709
H: -0.851 -0.815 -5.053
H: -1.040 -3.089 -4.218
H: -1.799 -2.941 -5.705

Cartesian forces (eV/Å) of the 2 atoms listed first:
1.0 2.6 -0.3
-7.8 -2.9 1.2